(1)
105
Properties=species:S:1:pos:R:3 method="wB97M-V/def2-TZVPD" multiplicity=1 homo_ev=-5.07 charge=-1 gap_ev=7.2 e_tot_ev=-102643.2938 molar_mass_g_mol=632.561
O 0.44818 0.38621 -1.13242
C 0.62000 1.52941 -0.83220
N 0.76777 2.65460 -0.46347
Ga 0.40637 4.09663 -1.84237
C -1.33737 4.99497 -1.36349
C -2.58733 4.29059 -1.96109
C -3.68295 3.93095 -0.93078
C -4.32776 2.51732 -1.03521
O -3.83155 1.67006 -2.06840
H 0.32570 3.36989 -3.26997
H 1.64418 5.12388 -1.76188
H -1.26352 6.02788 -1.72767
H -1.41593 5.03742 -0.26914
H -2.28217 3.38940 -2.50122
H -3.02659 4.94854 -2.72216
H -3.26271 4.03669 0.07683
H -4.49013 4.67195 -1.00194
H -4.23323 1.99697 -0.07110
H -5.40077 2.60277 -1.23999
H -2.89396 1.51490 -1.90981
C -3.40076 -2.47417 2.72661
C -4.44013 -2.25577 1.63274
C -4.13794 -1.06242 0.72012
O -4.39544 0.19919 1.30041
C -3.35368 0.71530 2.11256
N -5.77100 -2.17910 2.24289
H -3.50755 -1.73929 3.52557
H -3.52768 -3.46154 3.17118
H -2.38706 -2.39875 2.32806
H -4.43273 -3.14010 0.98553
H -4.79139 -1.11908 -0.15481
H -3.10111 -1.10742 0.35997
H -2.38036 0.38816 1.75408
H -3.46374 0.42241 3.16075
H -3.39966 1.80252 2.05513
H -6.47436 -2.15189 1.51123
H -5.84492 -1.27835 2.70871
C 0.25891 0.00199 2.12664
C 1.09614 1.08977 2.78500
C 2.39932 0.58625 3.40712
O 2.24139 -0.12965 4.62544
C 1.91834 -1.49697 4.48947
N 0.25218 1.81569 3.74002
H -0.28219 -0.59432 2.86606
H -0.46701 0.46772 1.47100
H 0.86744 -0.66201 1.51033
H 1.38339 1.79579 1.99950
H 3.02207 1.44857 3.65776
H 2.95580 -0.02844 2.68761
H 2.39984 -1.94063 3.61191
H 0.83929 -1.65681 4.41222
H 2.27692 -2.00710 5.38424
H 0.73595 2.64293 4.07368
H 0.10664 1.23000 4.55834
C 1.04418 -1.02382 8.09514
C 1.18412 0.48552 7.93219
C 2.35865 1.08809 8.70747
O 2.15505 1.19791 10.10717
C 2.44534 0.03723 10.85468
N -0.09643 1.11907 8.25416
H 0.62035 -1.29199 9.06435
H 0.37721 -1.41659 7.32794
H 2.01141 -1.52100 7.99438
H 1.39115 0.67982 6.87524
H 2.51481 2.11063 8.35590
H 3.27969 0.52437 8.50747
H 3.29934 -0.50305 10.43167
H 1.59369 -0.64623 10.90903
H 2.69815 0.35508 11.86621
H -0.06380 2.10494 8.01532
H -0.22419 1.09233 9.26187
C 3.69559 -1.72085 -4.96961
C 4.12332 -0.55817 -4.08442
C 2.93531 0.21040 -3.49453
O 2.27431 1.04099 -4.42602
C 1.25690 0.42640 -5.18290
N 5.04380 0.30563 -4.83132
H 3.32730 -1.36953 -5.93415
H 4.53533 -2.38995 -5.16432
H 2.89560 -2.29732 -4.50320
H 4.68039 -0.96533 -3.23292
H 3.30990 0.88191 -2.71649
H 2.22024 -0.46775 -3.01410
H 0.73484 -0.33702 -4.59573
H 1.63983 -0.03684 -6.09938
H 0.54447 1.20646 -5.45155
H 5.40988 1.01845 -4.20740
H 4.48972 0.82157 -5.51046
C -0.67478 -3.00086 -9.27375
C 0.83243 -2.87324 -9.08412
C 1.37420 -3.64416 -7.87467
O 1.10814 -3.04220 -6.62688
C -0.15476 -3.31921 -6.05721
N 1.19113 -1.45539 -9.06364
H -1.21674 -2.38897 -8.55187
H -0.95498 -2.65405 -10.26798
H -1.00408 -4.03580 -9.16167
H 1.31779 -3.31503 -9.96196
H 2.46450 -3.67722 -7.95251
H 1.00873 -4.68110 -7.88045
H -0.47567 -4.34156 -6.28591
H -0.92465 -2.62222 -6.39754
H -0.05269 -3.21381 -4.97763
H 2.20107 -1.35339 -9.06302
H 0.88369 -1.05670 -8.18039

***

(2)
115
Properties=species:S:1:pos:R:3 method="wB97M-V/def2-TZVPD" multiplicity=1 homo_ev=-9.25 charge=+1 gap_ev=6.5 e_tot_ev=-104569.1380 molar_mass_g_mol=768.239
O 7.39405 0.76178 0.69491
P 6.46293 -0.23618 1.22589
N 5.29997 -0.58809 -0.16087
O 4.84078 0.69819 -0.51406
C 5.99354 -1.20446 -1.34626
C 6.27758 -2.70035 -1.20372
Cl 7.88711 -2.95682 -0.45620
C 5.20851 -3.52996 -0.47832
C 4.50175 -2.77608 0.64930
C 4.06980 -1.40040 0.15443
C 3.03135 -0.67930 1.02631
C 1.91708 -0.19974 0.08895
F 1.09294 0.72100 0.68094
H 7.03200 -1.47594 1.51222
H 5.58129 0.22914 2.20502
H 5.59425 1.14730 -0.93964
H 5.39606 -0.96353 -2.22478
H 6.94821 -0.68152 -1.44349
H 6.35636 -3.08579 -2.21867
H 4.45395 -3.87716 -1.18785
H 5.70539 -4.41397 -0.08270
H 5.16870 -2.71415 1.51616
H 3.61603 -3.31711 0.98146
H 3.60438 -1.57981 -0.82243
H 2.61806 -1.44007 1.68882
H 3.42889 0.15386 1.60399
H 2.38604 0.20501 -0.81121
H 1.33981 -1.06760 -0.24523
O 0.17393 -0.82399 -3.08053
P -0.02898 0.06944 -4.26371
N -1.19858 1.15108 -3.57817
C -2.63130 0.91516 -3.56415
C -0.73064 1.73062 -2.33180
N -0.61001 -0.95677 -5.48006
C -1.89197 -0.78957 -6.13743
C -0.25080 -2.36607 -5.35300
N 0.59696 1.26349 -5.23695
C 0.11574 2.63364 -5.39186
C 1.59568 0.86591 -6.22876
H -3.13032 1.82985 -3.23593
H -2.93125 0.09670 -2.89298
H -3.02004 0.71117 -4.55582
H 0.20084 2.28712 -2.49796
H -0.54011 0.97259 -1.56318
H -1.45585 2.44433 -1.93639
H -2.72961 -1.10126 -5.50647
H -1.90996 -1.39929 -7.04336
H -2.04411 0.24327 -6.45435
H -0.91334 -2.91409 -4.67316
H 0.76625 -2.47581 -4.98384
H -0.29920 -2.83099 -6.33994
H -0.84950 2.65774 -5.89889
H 0.84144 3.18200 -5.99533
H 0.02310 3.16024 -4.44760
H 1.14634 0.76974 -7.22093
H 2.04131 -0.09483 -5.96955
H 2.40570 1.59633 -6.27969
O 1.54167 -5.67248 2.78839
P 0.46739 -5.27134 3.72323
N 0.11791 -3.62892 3.43409
C 0.81173 -2.53401 4.07480
C -0.14047 -3.37165 2.02520
N 1.12927 -5.58193 5.27296
C 1.11623 -4.63768 6.37254
C 2.32719 -6.41416 5.30408
N -1.05523 -5.82513 3.99178
C -2.26760 -5.02099 4.08636
C -1.19497 -7.21737 4.40631
H 0.29726 -1.60048 3.83396
H 1.86016 -2.44913 3.74252
H 0.78882 -2.59120 5.15447
H -0.99414 -3.95343 1.67109
H 0.72758 -3.62187 1.39959
H -0.38915 -2.32033 1.86967
H 1.85776 -3.83888 6.25869
H 1.34357 -5.16433 7.30195
H 0.12696 -4.19389 6.50340
H 3.24760 -5.84824 5.11112
H 2.26700 -7.20845 4.56586
H 2.40259 -6.87663 6.29055
H -2.27588 -4.40933 4.99094
H -3.12452 -5.69340 4.11816
H -2.40742 -4.37075 3.22661
H -1.34200 -7.29167 5.48720
H -0.30484 -7.78992 4.14633
H -2.04014 -7.68369 3.89851
O -3.99221 4.71175 -1.58129
P -4.09387 5.76422 -0.50952
N -2.56269 5.67014 0.26004
C -2.21299 4.57364 1.13664
C -1.45226 6.06414 -0.59039
N -5.44910 4.95838 0.28632
C -5.39394 4.45681 1.63846
C -6.30030 4.11887 -0.54423
N -4.54772 7.14133 0.35956
C -3.77759 7.80285 1.40588
C -5.91571 7.63285 0.22450
H -1.27049 4.80969 1.63743
H -2.08864 3.61634 0.60926
H -2.92636 4.43092 1.94287
H -1.55672 7.09934 -0.93176
H -1.37399 5.42314 -1.47889
H -0.51217 6.01143 -0.03981
H -4.81820 3.52432 1.72316
H -6.40769 4.24838 1.99368
H -4.97438 5.19660 2.32469
H -5.89393 3.10968 -0.69877
H -6.45081 4.56423 -1.52409
H -7.27922 4.02977 -0.06369
H -3.73226 7.18488 2.30520
H -4.26416 8.74705 1.65585
H -2.76343 8.04202 1.09899
H -6.51984 7.32792 1.08248
H -6.38645 7.24181 -0.67423
H -5.92570 8.72281 0.15009

***

(3)
139
Properties=species:S:1:pos:R:3 method="wB97M-V/def2-TZVPD" multiplicity=1 homo_ev=-10.71 charge=0 gap_ev=9.7 e_tot_ev=-167979.1444 molar_mass_g_mol=1172.246
C 5.08454 1.10699 -0.22761
N 6.40146 0.75955 0.38595
O 7.03459 1.59931 1.07376
O 6.80241 -0.30288 -0.03373
H 5.22467 1.27256 -1.29582
H 4.77839 2.07292 0.17410
H 4.23314 0.43871 -0.09876
C -4.04182 1.69502 -5.78625
N -5.10658 1.56105 -4.76865
O -4.89424 0.73244 -3.88722
O -6.16252 2.07550 -4.84215
H -4.16779 2.70706 -6.17096
H -4.30299 1.09887 -6.66059
H -3.02009 1.59832 -5.41909
C 2.99941 2.23762 -5.71677
N 2.44546 1.66240 -4.42862
O 3.15917 1.65013 -3.41118
O 1.22131 1.51224 -4.40234
H 3.97322 2.69512 -5.54223
H 2.32766 3.00069 -6.10992
H 3.16634 1.32357 -6.28664
C -1.51701 -3.86074 -4.35183
N -0.79024 -3.04667 -3.32420
O 0.09662 -2.33550 -3.70409
O -0.96988 -3.23677 -2.10311
H -1.12491 -3.45501 -5.28443
H -2.59364 -3.70401 -4.28548
H -1.17581 -4.89593 -4.34440
C 3.95110 2.47407 3.16940
N 4.91258 2.42943 4.32389
O 4.53170 1.84568 5.34129
O 6.07174 2.84520 4.27543
H 3.96054 3.52979 2.89834
H 2.92958 2.15054 3.36921
H 4.58800 1.90635 2.49104
C -2.39606 1.47197 2.86265
N -3.02143 1.21277 1.60017
O -3.15764 0.07745 1.24920
O -3.46561 2.12511 0.95330
H -2.44093 2.54892 3.02466
H -1.37054 1.10295 2.87821
H -2.97478 0.97980 3.64429
C -6.31640 1.96228 -0.66119
N -6.28464 2.43624 0.73824
O -6.32528 1.60242 1.62011
O -6.09751 3.63243 0.86111
H -7.12556 1.24034 -0.77152
H -5.42189 1.35689 -0.80766
H -6.46632 2.79595 -1.34721
O 5.55211 -3.70558 -4.33270
S 4.42949 -3.26766 -5.17642
O 4.21015 -3.89952 -6.54610
O 3.03486 -3.20788 -4.27956
C 3.05340 -3.37253 -2.87533
C 3.80611 -2.24868 -2.16442
C 4.66727 -1.49794 -5.41398
H 3.66554 -4.24277 -2.63855
H 2.03215 -3.51719 -2.52290
H 4.89589 -2.27020 -2.16263
H 3.74396 -2.51902 -1.11031
H 3.46044 -1.22518 -2.30950
H 3.73464 -0.96632 -5.60286
H 5.31436 -1.47456 -6.29080
H 5.18888 -1.03568 -4.57592
O -0.28078 -1.96616 6.65824
S -0.99973 -0.97604 5.87447
O -0.24367 -0.16742 4.92050
O -2.14438 -1.70451 4.94441
C -1.65604 -2.26726 3.70785
C -0.58751 -3.34882 3.84759
C -2.07321 0.09072 7.09746
H -1.24154 -1.60068 2.95157
H -2.54716 -2.70121 3.25432
H -0.99161 -4.23607 4.33501
H 0.32506 -3.03599 4.35500
H -0.12500 -3.77810 2.95882
H -2.67164 0.62283 6.35798
H -1.44429 0.82852 7.59567
H -2.60408 -0.56934 7.78346
O -1.58888 6.94223 -4.58245
S -0.25560 6.35665 -4.53061
O 0.88947 7.26509 -4.78629
O -0.02870 5.54318 -3.05658
C 1.25171 5.06089 -2.74290
C 1.33259 4.50786 -1.32823
C -0.22485 4.86731 -5.65200
H 2.06268 5.77520 -2.88505
H 1.32899 4.23342 -3.44817
H 1.36932 5.26425 -0.54426
H 2.21286 3.86686 -1.37662
H 0.48191 3.87172 -1.08381
H -0.87140 4.10132 -5.22382
H 0.81343 4.53757 -5.68857
H -0.60181 5.10011 -6.64789
O 1.94586 0.87308 -0.43174
S 0.83041 0.65325 0.48644
O 0.79238 1.29505 1.80912
O -0.64095 0.85857 -0.29177
C -0.75291 0.52520 -1.64176
C -2.20138 0.18114 -2.03214
C 0.72321 -1.14063 0.76490
H -0.07100 -0.29724 -1.85783
H -0.43590 1.38504 -2.23193
H -2.49276 -0.70441 -1.46735
H -2.21672 0.01068 -3.10862
H -2.97084 0.92928 -1.84153
H 1.08018 -1.35760 1.77167
H 1.45368 -1.55419 0.06956
H -0.33237 -1.39739 0.67587
O -4.88911 -1.49781 3.24532
S -5.40950 -2.56013 2.36341
O -5.18352 -3.95436 2.70304
O -7.06577 -2.32200 2.40370
C -7.90907 -3.41042 2.25531
C -8.29829 -4.00465 3.58595
C -5.08980 -2.09293 0.56450
H -7.42779 -4.11010 1.57199
H -8.85063 -3.11493 1.79244
H -7.41881 -4.51499 3.97858
H -9.12599 -4.70914 3.50412
H -8.54316 -3.17042 4.24337
H -4.03144 -2.06953 0.30483
H -5.50634 -1.11487 0.32367
H -5.54526 -2.79776 -0.13111
O 3.92228 -0.77821 2.39110
S 3.62572 -1.80977 3.43177
O 2.80833 -2.97298 3.12729
O 5.05121 -2.27837 4.09483
C 6.00551 -1.36068 4.48262
C 6.09558 -1.06991 6.00890
C 2.72004 -0.89484 4.81840
H 5.73753 -0.47777 3.90229
H 6.98598 -1.72428 4.17511
H 6.28596 -2.03438 6.47972
H 5.17044 -0.59964 6.34215
H 6.90428 -0.38485 6.26345
H 2.01322 -0.22761 4.32511
H 3.38517 -0.36830 5.50284
H 2.03537 -1.55680 5.34862

***

(4)
106
Properties=species:S:1:pos:R:3 method="wB97M-V/def2-TZVPD" multiplicity=2 homo_ev="-5.62 / -7.78" charge=0 gap_ev="5.6 / 7.6" e_tot_ev=-50842.9699 molar_mass_g_mol=637.040
Zr 2.75164 0.54380 0.98469
C -1.38471 0.33692 0.84751
C -0.53891 -0.11174 -0.29946
C -0.98340 0.20644 -1.70028
O 0.78628 0.25791 -0.00957
H -0.94592 -0.17446 1.70428
H -2.34611 -0.17467 0.89320
H -1.50675 1.41343 0.96727
H -0.47361 -1.18232 -0.10530
H -1.36481 1.22626 -1.64926
H -1.71352 -0.47477 -2.13729
H -0.16588 0.13146 -2.41730
C 3.13315 -3.46231 3.25453
C 2.12629 -2.70606 2.30887
C 0.70540 -2.66443 2.81932
O 2.45164 -1.37212 2.05924
H 3.09205 -4.48323 2.87488
H 2.91658 -3.37844 4.31950
H 4.12444 -3.02190 3.14739
H 2.11824 -3.33508 1.41871
H 0.26176 -3.65778 2.75179
H -0.11497 -2.15301 2.31575
H 0.72321 -2.42767 3.88314
C 1.59458 3.59104 -1.86873
C 3.02723 3.17371 -1.36783
C 3.79072 4.49529 -1.03909
O 3.08993 2.22164 -0.37055
H 1.68437 4.33035 -2.66464
H 1.14298 3.98884 -0.95993
H 1.00264 2.70453 -2.09635
H 3.57162 2.63203 -2.14134
H 4.69786 4.28887 -0.47113
H 3.24376 5.07694 -0.29706
H 3.98378 5.10809 -1.91962
C 1.99249 2.66066 -6.20074
C 1.96311 1.56743 -5.12693
O 1.86835 0.33030 -5.69868
H 1.24251 2.38625 -6.94259
H 3.01459 2.75790 -6.56673
H 1.67117 3.62832 -5.81542
H 1.13152 1.66736 -4.42938
H 2.87095 1.61437 -4.52549
H 2.76729 0.02380 -5.83858
C 2.78997 -0.73976 -2.83418
C 3.27494 -1.48913 -1.52506
O 3.95452 -0.58030 -0.67303
H 2.10848 0.07053 -2.57511
H 2.07844 -1.34306 -3.39795
H 3.61930 -0.41961 -3.46491
H 3.84703 -2.38323 -1.77281
H 2.37658 -1.99459 -1.17070
H 4.86134 -0.88834 -0.73932
C -0.13599 -4.27969 -0.63288
C -0.31150 -3.90926 -2.10015
O 0.65885 -4.50291 -2.92253
H -1.02592 -3.91713 -0.11842
H 0.74126 -3.74761 -0.26491
H 0.04229 -5.32940 -0.39955
H -0.22703 -2.83150 -2.23946
H -1.29736 -4.12947 -2.50965
H 1.50451 -4.27868 -2.52733
C -4.61147 -1.19791 3.83544
C -3.74878 -0.42027 4.83054
O -3.19309 0.67732 4.20629
H -5.56779 -0.68085 3.75669
H -4.77857 -2.18236 4.27253
H -4.12764 -1.37922 2.87569
H -3.02295 -1.04067 5.35626
H -4.24053 -0.00980 5.71247
H -3.99916 1.17634 4.05516
C 0.73308 3.75373 2.77570
C 1.87294 2.81114 3.04137
O 1.53106 1.59241 2.44266
H -0.20771 3.50678 3.26765
H 0.64949 3.95461 1.70763
H 0.89912 4.67600 3.33243
H 1.95911 2.81317 4.12796
H 2.75112 3.31126 2.63297
H 0.75281 1.36398 2.95623
C -0.20070 1.68176 6.47652
C -0.07417 0.58248 5.28102
O -0.56724 1.09639 4.10065
H 0.52100 1.43093 7.25391
H -1.16663 1.88435 6.93917
H 0.20071 2.61150 6.07337
H -0.51362 -0.37877 5.54744
H 0.96376 0.27279 5.15894
H -1.52563 1.10118 4.15603
C -2.66656 -2.35808 -5.56222
C -1.69259 -1.24286 -5.20542
O -0.77611 -1.01109 -6.28786
H -1.94636 -3.14062 -5.80107
H -3.07273 -2.05515 -6.52729
H -3.42487 -2.53560 -4.79963
H -1.05139 -1.50778 -4.36472
H -2.22774 -0.37550 -4.81889
H -0.04932 -0.43491 -6.04008
C -5.23275 -0.88279 0.15074
C -5.34109 0.57993 0.74154
O -4.82932 1.50615 -0.18751
H -5.90549 -0.81180 -0.70393
H -5.72442 -1.60650 0.80082
H -4.19535 -1.19976 0.04376
H -4.73231 0.76420 1.62672
H -6.40428 0.78258 0.87065
H -3.87908 1.63051 -0.13112

***

What is the charge in the second record? +1